The following is a DFT calculation (wB97M-V/def2-TZVPD) of 2 unconnected molecules or ions with the total composition C4H12N2O.

Summary:
ΔE to the lowest compared entry with this formula, charge and spin ... 1.013 eV
LUMO energy (alpha / beta) ... -4.3 / -7.8 eV
HOMO level (alpha / beta) ... -12.82 / -12.82 eV
Largest force on an atom ... 2.126 eV/A
Multiplicity ... 2
HOMO-LUMO gap (alpha / beta) ... 8.476 / 5.025 eV
Net charge ... +1

```
19
C4H12N2O (wB97M-V/def2-TZVPD)
N -1.14 1.06 3.36
C -0.88 0.68 2.01
O -1.29 -0.67 1.77
H -2.14 1.10 3.51
H -0.85 0.30 3.98
H -1.38 1.37 1.33
H 0.20 0.76 1.79
H -0.94 -0.98 0.92
C 0.80 -2.00 -1.99
C 1.11 -0.67 -1.37
C 0.32 0.44 -1.63
N 0.67 1.70 -1.30
H 0.10 -1.88 -2.81
H 1.71 -2.47 -2.35
H 0.36 -2.67 -1.25
H 1.93 -0.67 -0.66
H -0.61 0.38 -2.18
H 0.37 2.36 -2.02
H 1.65 1.84 -1.09
```